Density functional theory data (the ωB97M-V functional and the def2-TZVPD basis) for a cluster of 2 separate species, C16H28BrN3O3 in total.

Values from the calculation:
- 2S+1 = 1
- orbital gap (Ha) = 0.368
- net charge = 0

Structure (XYZ):
```
51
Properties=species:S:1:pos:R:3:nbo_charge:R:1
C -0.7236 2.9048 -3.2674 -0.610
C -0.5776 1.7381 -4.2452 -0.395
C -1.2438 0.4565 -3.7537 -0.224
N -0.5909 -0.0278 -2.5372 -0.606
C -1.2270 -1.1205 -1.8323 -0.018
C -1.8567 -2.0924 -2.7552 0.279
N -2.3141 -2.8629 -3.4742 -0.303
C -0.1537 -1.9259 -1.0616 -0.048
O 0.4381 -1.1549 -0.0576 -0.547
C 0.6675 -1.7987 1.2019 -0.057
C 0.4076 -0.8303 2.3395 -0.627
C -2.4111 -0.6082 -0.8851 0.159
Br -1.9110 1.0842 -0.0147 0.067
C -2.6176 -1.5803 0.1998 0.228
N -2.8259 -2.3752 1.0034 -0.285
O -3.5355 -0.4557 -1.6676 -0.525
C -4.8408 -0.6626 -1.1075 -0.069
C -5.2702 0.3241 -0.0277 -0.650
H 0.0133 2.8411 -2.4678 0.214
H -0.5944 3.8653 -3.7651 0.207
H -1.7070 2.8968 -2.7951 0.206
H -1.0239 1.9959 -5.2054 0.207
H 0.4857 1.5329 -4.3976 0.192
H -2.2955 0.6537 -3.5515 0.208
H -1.1852 -0.2820 -4.5621 0.180
H 0.3676 -0.2795 -2.7407 0.373
H -0.5686 -2.8624 -0.6864 0.203
H 0.6000 -2.2010 -1.8126 0.181
H 1.7192 -2.0939 1.2317 0.172
H 0.0191 -2.6683 1.3090 0.175
H 0.9538 0.0959 2.1877 0.236
H 0.7303 -1.3038 3.2686 0.206
H -0.6585 -0.6225 2.4313 0.209
H -5.5129 -0.5558 -1.9576 0.204
H -4.9304 -1.6979 -0.7715 0.189
H -6.3586 0.3538 -0.0227 0.222
H -4.9122 1.3176 -0.2864 0.226
H -4.9033 0.0523 0.9598 0.220
C 5.0033 0.3695 4.4340 -0.430
C 5.5453 1.3284 3.3768 -0.431
C 4.6606 0.9977 2.1824 -0.065
O 3.3963 0.5994 2.7177 -0.543
C 3.5121 0.3859 4.1266 -0.066
H 5.2244 0.6722 5.4562 0.218
H 5.4109 -0.6318 4.2783 0.202
H 5.3872 2.3626 3.6900 0.203
H 6.6048 1.1950 3.1647 0.218
H 5.0740 0.1679 1.5989 0.164
H 4.5090 1.8467 1.5153 0.185
H 3.0071 1.2046 4.6505 0.166
H 3.0128 -0.5483 4.3852 0.183
```